No. 1
DFT (wB97M-V/def2-TZVPD) results for a cluster of 12 separate species, C48H72O36 in total in a non-equilibrium geometry.

Calculated values
SMILES   C[C@H]1COC(=O)O1.C[C@H]1COC(=O)O1.C[C@H]1COC(=O)O1.C[C@H]1COC(=O)O1.C[C@H]1COC(=O)O1.C[C@H]1COC(=O)O1.C[C@H]1COC(=O)O1.C[C@H]1COC(=O)O1.C[C@H]1COC(=O)O1.C[C@H]1COC(=O)O1.C[C@H]1COC(=O)O1.C[C@H]1COC(=O)O1
Orbital gap   10.33 eV
Molar mass   1225.068 g mol⁻¹
E_tot   -4580.80941 Ha
Relative energy (zero: lowest compared OMol25 entry of this formula, charge and spin)   214.8 kcal per mole
Total charge   0

Geometry (Å):
C  -10.548  1.812  2.170
C  -9.467  0.818  2.499
C  -8.065  1.096  2.060
O  -7.257  0.617  3.092
C  -7.988  0.544  4.222
O  -7.634  0.238  5.318
O  -9.307  0.785  3.861
H  -10.579  1.855  1.081
H  -10.274  2.764  2.625
H  -11.460  1.418  2.619
H  -9.731  -0.207  2.236
H  -7.922  2.171  1.943
H  -7.822  0.706  1.072
C  1.001  -7.261  14.638
C  1.194  -6.526  13.224
C  0.778  -7.289  12.000
O  0.022  -6.346  11.266
C  -0.252  -5.226  12.033
O  -0.902  -4.247  11.724
O  0.306  -5.407  13.227
H  1.607  -8.113  14.947
H  -0.023  -7.527  14.901
H  1.277  -6.507  15.374
H  2.224  -6.173  13.166
H  0.267  -8.219  12.247
H  1.614  -7.639  11.395
C  -9.527  -8.130  2.722
C  -8.624  -7.468  3.770
C  -9.293  -6.848  4.964
O  -8.954  -7.708  6.044
C  -7.972  -8.542  5.669
O  -7.352  -9.376  6.402
O  -7.964  -8.598  4.336
H  -9.022  -8.917  2.161
H  -9.852  -7.347  2.036
H  -10.420  -8.564  3.170
H  -7.892  -6.707  3.499
H  -10.362  -6.982  4.797
H  -9.012  -5.799  5.059
C  2.883  -1.147  11.554
C  3.547  -2.049  10.634
C  2.725  -2.304  9.297
O  3.410  -1.543  8.406
C  4.657  -1.167  8.894
O  5.515  -0.623  8.280
O  4.705  -1.534  10.162
H  2.474  -0.269  11.054
H  3.561  -0.737  12.304
H  2.057  -1.586  12.113
H  3.832  -2.995  11.095
H  1.656  -2.225  9.496
H  2.915  -3.312  8.928
C  -11.943  -4.007  12.301
C  -10.458  -4.312  12.193
C  -9.914  -5.540  11.572
O  -8.843  -5.062  10.748
C  -9.092  -3.781  10.526
O  -8.488  -3.126  9.681
O  -10.058  -3.312  11.346
H  -12.064  -2.973  12.624
H  -12.314  -4.735  13.022
H  -12.495  -4.167  11.375
H  -10.032  -4.096  13.173
H  -10.554  -6.117  10.904
H  -9.512  -6.290  12.252
C  3.749  -5.631  1.568
C  4.761  -4.749  2.294
C  4.540  -4.626  3.773
O  5.689  -5.063  4.422
C  6.630  -5.432  3.453
O  7.695  -6.060  3.692
O  6.076  -5.197  2.228
H  4.174  -6.633  1.630
H  3.756  -5.410  0.501
H  2.697  -5.548  1.840
H  4.723  -3.789  1.779
H  3.711  -5.237  4.129
H  4.355  -3.553  3.822
C  -1.578  -10.833  9.108
C  -0.998  -12.238  9.161
C  -0.231  -12.366  10.442
O  -0.684  -13.634  10.960
C  -1.735  -14.114  10.249
O  -2.219  -15.225  10.450
O  -1.918  -13.337  9.161
H  -0.823  -10.071  8.915
H  -2.192  -10.605  9.979
H  -2.247  -10.701  8.257
H  -0.309  -12.503  8.359
H  -0.432  -11.576  11.166
H  0.842  -12.487  10.293
C  -3.392  1.265  8.166
C  -3.922  2.628  7.874
C  -5.322  2.990  8.315
O  -5.155  4.212  9.115
C  -3.818  4.454  9.207
O  -3.225  5.470  9.558
O  -3.140  3.438  8.690
H  -2.327  1.255  7.936
H  -3.896  0.561  7.504
H  -3.513  0.991  9.214
H  -3.697  2.903  6.843
H  -5.609  2.159  8.958
H  -6.037  3.136  7.505
C  1.428  0.079  3.788
C  0.252  -0.897  3.721
C  -1.070  -0.151  3.975
O  -1.886  -0.616  2.923
C  -1.155  -1.276  2.003
O  -1.690  -1.760  0.958
O  0.106  -1.361  2.469
H  2.290  -0.276  3.224
H  1.704  0.088  4.843
H  1.172  0.999  3.262
H  0.285  -1.671  4.488
H  -0.819  0.906  3.882
H  -1.453  -0.455  4.948
C  -4.999  -7.779  13.352
C  -5.489  -9.152  13.660
C  -6.443  -9.219  14.851
O  -7.579  -9.978  14.432
C  -7.542  -10.208  13.105
O  -8.388  -10.820  12.403
O  -6.392  -9.609  12.625
H  -5.831  -7.110  13.128
H  -4.210  -7.780  12.600
H  -4.449  -7.378  14.203
H  -4.704  -9.906  13.724
H  -6.709  -8.247  15.266
H  -5.992  -9.765  15.680
C  2.947  -8.743  5.887
C  3.630  -8.679  7.268
C  5.177  -8.632  7.093
O  5.472  -7.978  8.295
C  4.454  -7.258  8.708
O  4.393  -6.488  9.677
O  3.443  -7.440  7.935
H  2.877  -9.735  5.440
H  3.468  -8.187  5.107
H  1.916  -8.421  6.035
H  3.249  -9.551  7.800
H  5.343  -8.107  6.152
H  5.522  -9.666  7.057
C  -4.782  -3.827  5.740
C  -3.773  -4.194  6.819
C  -3.597  -5.643  7.257
O  -2.224  -5.937  7.142
C  -1.647  -4.884  6.547
O  -0.468  -4.887  6.207
O  -2.547  -3.977  6.169
H  -5.837  -3.893  6.008
H  -4.735  -4.423  4.828
H  -4.534  -2.831  5.373
H  -3.859  -3.573  7.711
H  -4.149  -6.265  6.552
H  -3.961  -5.687  8.283



No. 2
DFT (wB97M-V/def2-TZVPD) results for a cluster of 10 separate species, C48H76O22 in total in a non-equilibrium geometry.

Calculated values
SMILES   O=C1C=C(O)C(=O)C=C1O.O=C1C=C(O)C(=O)C=C1O.O=C1C=C(O)C(=O)C=C1O.O=C1C=C(O)C(=O)C=C1O.CCOCC.CCOCC.CCOCC.CCOCC.CCOCC.CCOCC
Orbital gap   7.37 eV
Molar mass   1005.114 g mol⁻¹
E_tot   -3529.69070 Ha
Relative energy (zero: lowest compared OMol25 entry of this formula, charge and spin)   189.5 kcal per mole
Total charge   0

Geometry (Å):
O  2.639  1.693  -2.101
C  1.630  1.195  -1.655
C  0.796  1.841  -0.635
C  -0.262  1.209  -0.084
O  -0.868  1.709  0.993
C  -0.715  -0.164  -0.461
O  -1.675  -0.746  -0.007
C  0.121  -0.763  -1.490
C  1.173  -0.167  -2.053
O  1.983  -0.854  -2.869
H  1.064  2.757  -0.125
H  -1.505  1.051  1.336
H  -0.086  -1.787  -1.777
H  2.744  -0.357  -3.258
O  -1.798  1.964  6.801
C  -2.580  1.497  6.011
C  -2.371  1.436  4.573
C  -3.288  0.898  3.745
O  -3.144  0.946  2.423
C  -4.597  0.292  4.214
O  -5.372  -0.228  3.446
C  -4.786  0.330  5.653
C  -3.885  0.874  6.482
O  -4.083  0.974  7.791
H  -1.479  1.868  4.138
H  -3.883  0.517  1.950
H  -5.652  -0.196  6.035
H  -3.279  1.338  8.206
O  1.871  -1.916  1.000
C  2.826  -2.580  0.606
C  2.642  -3.401  -0.568
C  3.626  -4.190  -1.053
O  3.389  -4.892  -2.161
C  4.989  -4.329  -0.423
O  5.880  -4.975  -0.903
C  5.114  -3.540  0.817
C  4.101  -2.817  1.347
O  4.257  -2.034  2.407
H  1.724  -3.314  -1.132
H  2.410  -4.919  -2.327
H  6.085  -3.703  1.268
H  3.406  -1.584  2.582
O  4.199  -0.021  -4.260
C  5.100  0.441  -4.935
C  5.800  -0.363  -5.948
C  6.734  0.195  -6.723
O  7.337  -0.493  -7.699
C  7.183  1.616  -6.613
O  7.946  2.152  -7.383
C  6.652  2.299  -5.427
C  5.658  1.775  -4.692
O  5.191  2.435  -3.627
H  5.533  -1.386  -6.174
H  8.041  0.028  -8.114
H  7.021  3.264  -5.107
H  4.467  1.910  -3.222
C  2.354  5.195  -1.984
C  2.633  6.602  -2.469
O  3.974  6.943  -2.176
C  4.402  8.178  -2.701
C  3.566  9.384  -2.279
H  3.163  4.570  -2.365
H  2.327  5.151  -0.897
H  1.419  4.864  -2.435
H  2.502  6.679  -3.557
H  1.936  7.292  -1.981
H  5.456  8.328  -2.480
H  4.276  8.110  -3.792
H  2.552  9.244  -2.669
H  3.902  10.353  -2.640
H  3.355  9.406  -1.206
C  -3.991  -6.586  -0.517
C  -3.396  -5.176  -0.371
O  -2.307  -5.331  0.516
C  -1.482  -4.209  0.810
C  -0.408  -4.533  1.828
H  -4.176  -7.078  0.432
H  -4.847  -6.482  -1.188
H  -3.305  -7.223  -1.081
H  -3.129  -4.797  -1.360
H  -4.147  -4.582  0.158
H  -0.930  -3.907  -0.093
H  -2.127  -3.373  1.094
H  0.315  -3.726  1.928
H  0.138  -5.454  1.622
H  -0.897  -4.660  2.799
C  2.730  -2.762  5.578
C  1.652  -2.056  4.801
O  2.199  -0.847  4.251
C  1.280  0.018  3.623
C  2.168  0.977  2.841
H  3.102  -2.151  6.401
H  2.387  -3.758  5.852
H  3.627  -2.854  4.957
H  1.294  -2.555  3.891
H  0.800  -1.836  5.456
H  0.653  -0.514  2.897
H  0.654  0.548  4.347
H  1.665  1.487  2.014
H  2.882  0.394  2.253
H  2.746  1.684  3.432
C  -5.209  1.741  -0.062
C  -5.083  0.320  -0.592
O  -5.062  -0.506  0.558
C  -5.173  -1.905  0.435
C  -6.358  -2.374  -0.378
H  -5.937  1.891  0.738
H  -4.229  2.040  0.309
H  -5.612  2.433  -0.804
H  -5.866  0.035  -1.305
H  -4.181  0.135  -1.191
H  -4.226  -2.201  -0.044
H  -5.169  -2.394  1.408
H  -6.225  -2.219  -1.450
H  -7.257  -1.846  -0.049
H  -6.595  -3.432  -0.259
C  -2.161  5.164  1.433
C  -3.685  5.212  1.577
O  -3.943  6.587  1.785
C  -5.329  6.922  1.711
C  -6.074  6.681  3.018
H  -1.787  5.712  2.304
H  -1.713  4.199  1.699
H  -1.671  5.544  0.542
H  -4.275  4.772  0.764
H  -3.940  4.568  2.431
H  -5.310  7.985  1.460
H  -5.809  6.407  0.876
H  -6.232  5.598  3.051
H  -7.088  7.085  3.025
H  -5.571  7.042  3.910
C  1.332  -7.457  -1.251
C  0.214  -6.605  -1.781
O  0.887  -5.669  -2.658
C  -0.086  -4.789  -3.254
C  0.642  -3.775  -4.087
H  2.088  -6.851  -0.754
H  0.867  -8.162  -0.555
H  1.825  -8.010  -2.049
H  -0.487  -7.253  -2.321
H  -0.368  -6.115  -0.996
H  -0.642  -5.396  -3.984
H  -0.885  -4.422  -2.604
H  -0.100  -3.071  -4.482
H  1.162  -4.249  -4.917
H  1.328  -3.111  -3.559



No. 3
DFT (wB97M-V/def2-TZVPD) results for a structure of composition C48H78BBrCoN3O7P2S.

Calculated values
Multiplicity   2
Orbital gap (alpha / beta)   7.19 / 7.28 eV
Molar mass   1052.830 g mol⁻¹
⟨S²⟩   0.840
E_tot   -7629.40656 Ha
Total charge   +1

Geometry (Å):
Co  0.509  -0.398  0.637
C  0.853  4.220  1.736
C  -0.517  4.151  1.105
C  -1.295  5.442  1.251
O  -0.313  3.901  -0.324
P  -0.605  2.483  -0.951
O  -0.593  1.346  -0.010
C  0.615  2.369  -2.289
P  2.188  1.707  -1.713
O  2.111  0.706  -0.634
O  2.952  3.059  -1.395
C  4.369  3.054  -1.041
C  4.522  2.864  0.454
C  4.947  4.363  -1.532
O  2.914  1.051  -2.959
C  3.194  1.770  -4.191
C  4.650  1.535  -4.546
C  2.262  1.266  -5.277
O  -1.998  2.566  -1.666
C  -2.530  3.520  -2.630
C  -1.977  3.259  -4.025
C  -2.351  4.967  -2.208
H  0.764  4.318  2.820
H  1.407  5.076  1.344
H  1.397  3.309  1.499
H  -1.085  3.320  1.525
H  -0.793  6.243  0.703
H  -1.348  5.717  2.305
H  -2.311  5.335  0.872
H  0.779  3.345  -2.744
H  0.211  1.672  -3.026
H  4.846  2.217  -1.556
H  4.073  3.702  0.992
H  5.581  2.800  0.711
H  4.021  1.944  0.749
H  4.440  5.196  -1.042
H  4.823  4.464  -2.611
H  6.011  4.407  -1.297
H  3.026  2.839  -4.020
H  4.832  0.465  -4.663
H  5.315  1.920  -3.772
H  4.885  2.037  -5.485
H  2.386  0.189  -5.399
H  2.504  1.755  -6.221
H  1.216  1.471  -5.042
H  -3.591  3.286  -2.622
H  -0.979  3.688  -4.144
H  -2.633  3.721  -4.764
H  -1.937  2.188  -4.231
H  -1.296  5.234  -2.129
H  -2.830  5.146  -1.245
H  -2.822  5.609  -2.953
Br  0.411  -2.450  3.329
C  1.843  -2.674  2.116
C  2.737  -3.700  2.353
C  3.783  -3.879  1.464
C  3.886  -3.015  0.389
C  2.959  -2.007  0.247
N  1.939  -1.818  1.098
H  2.612  -4.338  3.216
H  4.495  -4.681  1.613
H  4.687  -3.114  -0.332
H  3.043  -1.268  -0.538
C  -1.454  1.146  4.046
C  -2.218  0.124  3.208
C  -3.172  -0.684  4.098
C  -3.012  0.730  2.071
C  -3.677  1.936  2.260
C  -4.572  2.416  1.315
C  -4.840  1.658  0.190
C  -4.184  0.453  -0.046
C  -4.612  -0.387  -1.245
C  -4.590  0.364  -2.574
C  -6.018  -0.950  -0.995
C  -3.228  0.015  0.885
N  -2.554  -1.217  0.630
B  -1.153  -1.571  0.383
N  -1.275  -2.955  -0.092
C  -2.607  -3.370  0.037
C  -3.352  -2.352  0.468
C  -0.367  -3.917  -0.632
C  0.062  -3.787  -1.968
C  0.909  -4.763  -2.489
C  1.291  -5.866  -1.749
C  0.781  -6.033  -0.475
C  -0.057  -5.084  0.099
C  -0.713  -5.415  1.427
C  0.225  -6.045  2.460
C  -1.880  -6.389  1.191
C  -0.482  -2.764  -2.967
C  -2.016  -2.743  -3.001
C  0.074  -1.345  -2.838
H  -0.813  0.609  4.750
H  -2.122  1.782  4.632
H  -0.826  1.776  3.412
H  -1.488  -0.564  2.786
H  -3.900  -0.019  4.571
H  -2.620  -1.205  4.886
H  -3.720  -1.426  3.514
H  -3.519  2.493  3.177
H  -5.092  3.353  1.477
H  -5.593  1.999  -0.514
H  -3.927  -1.224  -1.356
H  -5.361  1.138  -2.617
H  -4.777  -0.332  -3.395
H  -3.618  0.826  -2.729
H  -6.764  -0.152  -1.038
H  -6.094  -1.415  -0.011
H  -6.276  -1.695  -1.751
H  -2.933  -4.355  -0.252
H  -4.410  -2.345  0.674
H  1.245  -4.670  -3.516
H  1.951  -6.610  -2.180
H  1.028  -6.932  0.081
H  -1.109  -4.498  1.860
H  0.554  -7.041  2.155
H  -0.310  -6.152  3.406
H  1.105  -5.431  2.646
H  -1.494  -7.383  0.949
H  -2.527  -6.083  0.369
H  -2.488  -6.471  2.095
H  -0.150  -3.129  -3.942
H  -2.429  -2.197  -2.151
H  -2.417  -3.758  -2.990
H  -2.358  -2.255  -3.918
H  -0.136  -0.925  -1.853
H  -0.390  -0.702  -3.595
H  1.156  -1.330  -2.993
O  1.353  0.613  2.408
S  2.492  1.282  3.128
C  2.137  1.257  4.933
C  2.979  0.162  5.577
C  4.284  0.137  4.791
C  3.868  0.081  3.326
H  1.064  1.127  5.050
H  2.424  2.246  5.296
H  2.474  -0.800  5.487
H  3.138  0.360  6.638
H  4.912  -0.716  5.051
H  4.858  1.048  4.984
H  3.463  -0.892  3.057
H  4.669  0.344  2.638